{"formula": "C29H33N11O4PbS5Te", "method": "the ωB97M-V functional and the def2-TZVPD basis", "homo_energy_ev": -1.9368, "energy_ha": -4480.0479, "charge": -2, "relative_energy_kj_mol": 103.7, "symbols": ["Pb", "C", "C", "S", "C", "C", "S", "C", "C", "S", "C", "C", "S", "H", "H", "H", "H", "H", "H", "H", "H", "H", "H", "H", "H", "H", "H", "H", "H", "O", "C", "C", "C", "C", "C", "C", "N", "H", "H", "H", "H", "H", "H", "H", "N", "C", "N", "N", "N", "N", "C", "N", "N", "N", "N", "H", "O", "S", "O", "N", "C", "O", "C", "C", "C", "C", "C", "C", "H", "H", "H", "H", "Te", "C", "C", "C", "C", "C", "C", "H", "H", "H", "H", "H"], "xyz": [[-0.63930, 0.21690, 0.85550], [1.60140, -3.79060, -1.29680], [2.79770, -2.97320, -0.85100], [2.41790, -1.19280, -0.64380], [3.15900, -0.43900, -2.13030], [2.41580, -0.66260, -3.42740], [0.79170, 0.16710, -3.46520], [-0.17970, -1.39870, -3.07080], [-1.65370, -1.09460, -2.96540], [-2.34270, -1.22120, -1.27370], [-2.44510, -3.04080, -1.04070], [-1.18580, -3.87260, -1.20360], [0.21080, -3.42860, -0.09930], [1.83130, -4.85770, -1.24610], [1.30660, -3.54230, -2.31400], [3.63530, -3.06040, -1.54490], [3.10640, -3.30910, 0.13850], [4.19510, -0.77740, -2.20240], [3.14550, 0.63380, -1.91940], [2.26480, -1.72270, -3.63890], [2.98980, -0.21780, -4.24140], [0.21880, -1.70870, -2.10990], [0.02020, -2.14740, -3.84530], [-2.25530, -1.74440, -3.60050], [-1.84990, -0.05690, -3.23320], [-3.19420, -3.40410, -1.75040], [-2.84250, -3.15820, -0.03680], [-0.82550, -3.80170, -2.22940], [-1.44570, -4.91070, -0.98120], [-1.12200, 1.56660, -1.53180], [-1.63730, 2.84740, -1.30740], [-0.91640, 3.60670, -0.23040], [-1.04220, 4.98980, -0.14690], [-0.39130, 5.65860, 0.87080], [0.37100, 4.92490, 1.76980], [0.43260, 3.55120, 1.61060], [-0.19000, 2.91290, 0.63280], [-0.20270, 1.65360, -1.84650], [-2.66950, 2.70450, -0.96600], [-1.63260, 3.43060, -2.23950], [-1.64900, 5.51810, -0.86540], [-0.47730, 6.73280, 0.96790], [0.90250, 5.40320, 2.57870], [0.99280, 2.93110, 2.29430], [-3.71770, -0.69540, 2.77940], [-2.89400, -1.73650, 2.47320], [-3.20930, -3.00330, 2.74520], [-2.18040, -3.70580, 2.28330], [-1.30500, -2.92960, 1.76910], [-1.70570, -1.65580, 1.85850], [-3.67670, 0.55940, 2.24690], [-4.70540, 1.39530, 2.35310], [-4.30300, 2.49980, 1.73040], [-3.12130, 2.36330, 1.27430], [-2.66150, 1.13280, 1.57260], [-4.60370, -0.95800, 3.18080], [4.14600, 1.29260, 5.73640], [3.82460, 0.26420, 4.76690], [4.41330, -1.02590, 5.05180], [2.22590, 0.17460, 4.49440], [1.90700, 0.53370, 3.27740], [0.73200, 0.60740, 2.85730], [3.09300, 0.93700, 2.42340], [3.10860, 1.43030, 1.12750], [4.32340, 1.80910, 0.57370], [5.50650, 1.67720, 1.28520], [5.49490, 1.18700, 2.58510], [4.28140, 0.83550, 3.12380], [2.19370, 1.52880, 0.56470], [4.35420, 2.23990, -0.41690], [6.44090, 1.96950, 0.82640], [6.39850, 1.10240, 3.17120], [1.92920, 2.88100, -3.19850], [3.87770, 3.56150, -2.80880], [4.13170, 4.45840, -1.77040], [5.39330, 4.95900, -1.53320], [6.45990, 4.57710, -2.33580], [6.23630, 3.67200, -3.36400], [4.96990, 3.17230, -3.58450], [3.30460, 4.76930, -1.14460], [5.55540, 5.65880, -0.71920], [7.45020, 4.98220, -2.16580], [7.06050, 3.36380, -4.00140], [4.80810, 2.46550, -4.39040]], "atomic_forces_ev_per_a": [[1.3, 0.0, -0.6], [-0.7, 0.0, 0.3], [-0.2, 0.4, 0.1], [0.4, 0.0, -0.4], [0.0, -0.3, 0.5], [-0.1, 0.4, -0.1], [-0.8, -2.0, -0.1], [0.7, 0.7, -0.3], [-0.5, 0.1, 0.5], [0.0, -0.6, -0.4], [-0.1, 0.6, -0.1], [0.2, 0.0, 0.4], [1.2, -0.5, -1.2], [0.0, 0.0, -0.1], [0.0, 0.0, -0.1], [0.1, -0.1, 0.1], [0.2, 0.0, 0.0], [0.1, 0.1, 0.0], [0.1, -0.1, 0.0], [0.0, 0.0, 0.0], [0.1, 0.0, 0.0], [0.0, -0.2, 0.0], [0.0, 0.0, 0.1], [0.0, 0.0, -0.1], [-0.1, 0.0, -0.1], [0.0, 0.0, 0.1], [-0.2, 0.0, 0.0], [0.0, -0.1, 0.0], [-0.1, 0.0, -0.2], [0.1, -0.2, 0.0], [-0.5, 0.4, -0.2], [0.1, 0.3, -0.2], [0.1, -0.1, 0.1], [0.0, -0.2, 0.0], [0.0, 0.0, 0.0], [0.2, 0.4, 0.3], [-0.1, -0.1, -0.1], [0.1, -0.1, 0.0], [0.2, 0.1, -0.2], [0.0, 0.0, 0.2], [0.0, 0.1, -0.1], [0.0, 0.0, 0.0], [0.0, 0.0, 0.1], [0.0, 0.0, 0.1], [-0.4, -0.1, 0.4], [0.5, -0.7, -0.3], [-0.6, 0.6, 0.2], [0.1, -0.5, 0.1], [0.2, -0.1, 0.3], [-1.3, 0.1, 0.9], [0.0, 0.8, -0.4], [0.0, -0.8, 0.3], [-0.3, 0.6, -0.1], [0.4, 0.5, -0.3], [-0.7, -0.7, 0.7], [0.1, 0.1, 0.0], [-0.2, 0.0, -0.3], [0.3, 0.1, 0.2], [-0.2, 0.1, -0.3], [0.6, -0.3, 0.8], [0.1, 0.3, -0.3], [-0.2, 0.1, -0.2], [0.2, 0.2, -0.2], [-0.1, 0.0, 0.3], [0.0, 0.1, -0.2], [0.0, 0.0, 0.1], [0.2, 0.0, 0.1], [-0.7, -0.2, 0.4], [-0.2, 0.1, -0.1], [-0.1, -0.1, -0.1], [0.1, 0.1, 0.0], [0.1, 0.0, 0.0], [0.4, 0.7, -0.1], [0.0, 0.3, 0.0], [-0.4, 0.1, 0.1], [0.4, 0.2, 0.1], [0.2, 0.0, 0.0], [0.4, 0.1, 0.1], [-0.3, -0.3, -0.3], [0.0, 0.0, 0.1], [0.0, 0.0, 0.0], [0.0, 0.0, 0.0], [-0.1, 0.0, 0.0], [0.0, 0.0, 0.0]], "mulliken_charge": [1.326, -0.426, -1.269, 0.322, 0.659, -0.868, -0.118, 0.056, -0.810, 0.035, -0.953, -0.878, 0.140, 0.491, 0.178, 0.403, 0.444, 0.571, -1.192, 0.397, 0.492, -0.903, 0.641, 0.515, 0.372, 0.554, 0.383, 0.437, 0.529, 0.415, -1.578, 1.171, -1.147, -0.393, -1.119, -0.226, 0.910, -0.535, 0.470, 0.432, 0.454, 0.396, 0.498, 0.188, -0.040, 0.311, -0.622, -0.645, -0.283, 0.395, 0.094, -0.548, -0.915, -0.028, 0.472, 0.286, -0.718, 1.226, -0.709, -0.621, -0.557, -0.727, 1.033, 0.450, -0.763, -0.913, -0.680, -0.070, 0.592, 0.327, 0.468, 0.399, -0.156, -0.318, -0.351, -0.463, -0.484, -0.495, -0.168, 0.401, 0.367, 0.346, 0.345, 0.299]}

***

{"formula": "C11H17N5O4", "method": "the ωB97M-V functional and the def2-TZVPD basis", "homo_energy_ev": -8.7917, "smiles": "NC(=O)CC[C@H](NC(=O)[C@@H](N)Cc1c[nH]cn1)C(=O)O", "energy_ha": -1004.1624, "relative_energy_kj_mol": 108.2, "symbols": ["N", "C", "O", "C", "C", "C", "N", "C", "O", "C", "N", "C", "C", "C", "N", "C", "N", "C", "O", "O", "H", "H", "H", "H", "H", "H", "H", "H", "H", "H", "H", "H", "H", "H", "H", "H", "H"], "xyz": [[3.81413, 3.67182, -0.35901], [3.28978, 3.47256, -1.58455], [3.07447, 4.37731, -2.39058], [3.02277, 2.00981, -1.92113], [1.81645, 1.48238, -1.09227], [1.92708, -0.02243, -0.76427], [0.63208, -0.62212, -0.46012], [0.06475, -0.39634, 0.73152], [0.56105, 0.39485, 1.54965], [-1.20996, -1.16364, 1.07398], [-1.52248, -1.17765, 2.50034], [-2.39288, -0.53652, 0.26359], [-3.53889, -1.40845, 0.16284], [-4.73910, -1.43291, 0.78717], [-5.41402, -2.51240, 0.35465], [-4.60516, -3.17721, -0.50091], [-3.50830, -2.56326, -0.66096], [2.94335, -0.39607, 0.31706], [3.01181, -1.48246, 0.82278], [3.75259, 0.64915, 0.68399], [3.88237, 4.66295, -0.05367], [4.00682, 2.84819, 0.22994], [2.74021, 1.92619, -2.99101], [3.89769, 1.37391, -1.67494], [1.55490, 2.05661, -0.19291], [0.81392, 1.57640, -1.56196], [2.31679, -0.52180, -1.66674], [0.26732, -1.36758, -1.06117], [-1.10268, -2.20228, 0.77046], [-1.36468, -0.30380, 2.94862], [-0.89067, -1.84888, 2.98943], [-2.74369, 0.30963, 0.88843], [-2.06171, -0.25534, -0.76967], [-5.10880, -0.79130, 1.58525], [-6.35377, -2.87904, 0.61015], [-5.02649, -4.01936, -1.04018], [4.19294, 0.26906, 1.47622]], "atomic_forces_ev_per_a": [[0.1, 0.5, 0.7], [0.2, 0.3, -1.5], [0.0, -0.7, 0.9], [-1.0, -0.4, 0.1], [-1.2, -0.2, 0.4], [0.1, 0.2, -0.6], [0.4, -0.6, -1.0], [0.3, 0.7, 2.0], [-0.4, -0.7, -1.1], [-0.4, 0.3, 0.0], [0.6, -1.8, 0.0], [0.9, 0.9, 0.5], [-1.1, -2.9, -1.1], [0.0, 1.8, 1.5], [-2.2, -1.7, 0.3], [-1.9, -0.5, -0.3], [2.5, 1.4, -0.3], [-0.6, 0.5, 0.3], [0.2, 0.4, -0.2], [-0.1, -1.2, 0.6], [0.1, -1.5, -0.1], [-0.3, 1.1, -0.3], [0.6, 0.1, 0.6], [-0.3, 0.5, -0.3], [1.0, -0.2, 0.2], [0.9, 0.0, -0.7], [-0.3, 0.0, 0.1], [0.3, 0.6, 0.5], [0.1, -0.1, -0.2], [0.2, 1.0, 0.0], [-0.8, 0.7, -0.6], [0.5, 0.2, -0.8], [-0.2, 0.1, 1.0], [0.0, -0.2, -0.4], [1.3, 0.9, -0.1], [0.6, -0.1, 0.0], [0.1, 0.5, -0.4]], "mulliken_charge": [-0.310, 0.161, -0.650, -0.452, -1.028, -0.065, -0.046, 0.354, -0.697, -0.240, -0.680, -0.459, 0.523, -0.739, -0.064, -0.226, -0.596, 0.320, -0.598, -0.374, 0.230, 0.247, 0.329, 0.428, 0.380, 0.546, 0.521, 0.311, 0.500, 0.271, 0.291, 0.250, 0.236, 0.378, 0.223, 0.373, 0.354]}

***

{"formula": "C2H5FSi", "method": "the ωB97M-V functional and the def2-TZVPD basis", "homo_energy_ev": -9.8759, "energy_ha": -468.4316, "relative_energy_kj_mol": 364.4, "symbols": ["C", "C", "F", "Si", "H", "H", "H", "H", "H"], "xyz": [[-1.46439, -0.41616, 0.04545], [-0.42655, 0.41771, -0.01051], [-2.74131, 0.03326, 0.01907], [1.39598, -0.08129, 0.02828], [-1.33378, -1.49869, -0.08461], [-0.60709, 1.88171, 0.06371], [1.11251, -1.38976, 0.63667], [1.75136, 1.27644, 0.51786], [2.31328, -0.22322, -1.21591]], "atomic_forces_ev_per_a": [[0.5, 1.1, -1.0], [-0.6, 3.9, -0.3], [0.4, -0.6, 0.3], [-0.9, 1.0, -1.2], [-0.5, 0.4, 0.4], [0.1, -4.9, -0.3], [1.0, -0.1, 0.6], [0.9, -0.6, 0.8], [-1.0, -0.1, 0.7]], "mulliken_charge": [-0.117, -0.232, -0.228, 0.374, 0.268, 0.191, -0.100, -0.080, -0.076]}

***

{"formula": "C5H25N2O8", "method": "the ωB97M-V functional and the def2-TZVPD basis", "homo_energy_ev": -5.2019, "energy_ha": -916.9754, "charge": -1, "relative_energy_kj_mol": 158.5, "symbols": ["C", "O", "C", "C", "C", "N", "C", "N", "H", "H", "H", "H", "H", "H", "H", "H", "H", "H", "H", "H", "H", "O", "H", "H", "O", "H", "H", "O", "H", "H", "O", "H", "H", "O", "H", "H", "O", "H", "H", "O"], "xyz": [[0.84342, 1.12054, 1.86154], [1.53341, 0.20427, 2.64694], [0.72442, 0.66934, 0.41748], [-0.34066, -0.35857, -0.02353], [-1.70067, -0.37233, 0.78576], [-2.36828, 2.55085, -0.13169], [-2.83365, 1.31059, -0.55902], [-2.70208, 0.14219, -0.11720], [-0.13912, 1.31154, 2.33535], [1.27251, 2.13478, 1.92261], [1.68449, 0.21560, 0.16693], [0.64358, 1.51717, -0.28170], [-0.65339, -0.22042, -1.05620], [0.09950, -1.35586, -0.00251], [-1.57435, 0.15167, 1.71751], [-1.90583, -1.42494, 0.94520], [-2.81513, 3.35290, -0.53262], [-1.38517, 2.61483, 0.07975], [-3.63935, 1.37145, -1.30248], [-1.19734, -3.81824, 2.66963], [-1.14120, -2.33908, 3.15849], [-1.74856, -3.05296, 2.86697], [0.52106, 1.75751, -3.17531], [-0.59968, 2.41270, -2.42463], [-0.03009, 2.54951, -3.18728], [1.43003, -0.85145, -2.80878], [0.08900, -0.63759, -3.64170], [0.98108, -0.31924, -3.47850], [-2.57755, 0.27086, -3.88339], [-2.25538, -0.18723, -2.43914], [-2.04531, -0.34238, -3.36843], [3.63000, -0.90061, -0.46121], [4.03012, -0.05583, -1.68760], [3.68964, -0.92708, -1.45157], [2.63007, -0.46023, 1.83076], [3.63514, -1.59098, 1.82187], [3.36184, -0.88128, 1.22447], [1.17422, -2.40774, 3.76112], [1.00488, -1.07348, 2.79379], [0.67439, -2.08079, 3.00833]], "atomic_forces_ev_per_a": [[-0.5, -0.1, 1.0], [0.3, 0.1, -0.2], [0.0, 0.2, -1.3], [-0.4, -0.4, 1.1], [1.4, -0.3, -1.5], [0.6, -0.7, 0.0], [-1.7, 0.3, 0.3], [0.1, -0.5, -0.4], [-0.2, -0.1, -0.3], [0.5, -0.1, -0.3], [0.0, 0.2, -0.1], [0.0, 0.3, 0.3], [0.4, 0.2, -0.1], [0.0, -0.1, 0.3], [-0.2, 0.3, 0.4], [-0.4, 0.1, 0.5], [0.3, 0.1, -0.2], [0.0, 0.2, 0.3], [0.1, 0.5, 0.0], [0.2, 0.5, 0.1], [0.4, -0.8, -0.4], [-0.9, 0.0, 0.2], [0.2, -0.4, -0.2], [-0.1, 0.1, 0.0], [-0.1, 0.2, 0.1], [-0.2, 0.0, 0.0], [-0.2, -0.2, 0.4], [0.5, 0.5, -0.2], [0.1, 0.0, 0.1], [-0.2, 0.0, 0.2], [0.1, -0.2, -0.3], [-0.1, -0.1, -0.3], [-0.1, -0.2, 0.0], [0.0, 0.2, 0.2], [0.0, 0.6, -0.4], [0.2, -0.1, -0.5], [0.0, -0.3, 1.0], [0.0, 0.2, 0.0], [-0.1, -0.3, 0.5], [0.2, 0.2, -0.1]], "mulliken_charge": [-0.677, -0.959, 0.277, 0.420, -0.594, -0.427, -0.040, -0.595, 0.267, 0.323, -0.160, 0.079, -0.536, 0.380, 0.373, 0.314, 0.267, 0.192, 0.375, 0.267, 0.397, -0.658, 0.371, 0.302, -0.686, 0.314, 0.297, -0.658, 0.305, 0.357, -0.664, 0.349, 0.302, -0.663, 0.401, 0.249, -0.771, 0.199, 0.489, -0.782]}